The following is a DFT calculation (ωB97M-V/def2-TZVPD) of a 13-piece molecular cluster, C62H118O39 overall at a distorted geometry.

The geometry in XYZ format:
```
219
Properties=species:S:1:pos:R:3:forces:R:3
C -0.408 -2.835 -11.544 -0.2 -0.7 -0.2
O -1.184 -3.401 -10.515 -0.9 0.6 0.5
C -2.317 -2.610 -10.100 0.4 -1.1 1.9
C -2.955 -3.433 -8.918 -0.5 0.4 -0.8
O -3.778 -2.607 -8.052 1.4 -0.3 -1.5
C -4.576 -3.322 -7.145 0.6 0.8 1.3
C -4.692 -2.521 -5.827 -1.5 0.8 -0.4
O -5.818 -1.631 -5.983 -1.0 -0.9 -0.7
C -6.065 -0.677 -4.957 2.1 -0.8 -0.3
H -0.967 -2.877 -12.479 0.0 0.3 -0.2
H 0.450 -3.501 -11.645 0.1 0.2 -0.1
H -0.062 -1.820 -11.350 -0.1 0.2 0.2
H -3.062 -2.446 -10.879 0.2 0.1 -0.2
H -1.957 -1.682 -9.654 -0.1 0.4 -0.3
H -2.168 -3.984 -8.402 0.3 0.5 0.5
H -3.521 -4.240 -9.383 -0.6 0.0 0.0
H -4.087 -4.259 -6.878 -0.1 -0.3 -0.2
H -5.585 -3.455 -7.534 0.0 -0.3 0.0
H -3.836 -1.896 -5.575 0.5 -0.3 -0.3
H -4.879 -3.209 -5.002 -0.1 -0.1 0.2
H -6.944 -0.060 -5.143 0.1 -0.3 -0.2
H -5.127 -0.125 -5.013 -0.2 1.1 0.6
H -6.078 -1.156 -3.978 -0.4 0.0 0.2
C 9.300 -8.318 -1.634 -0.9 0.4 -0.6
O 8.713 -7.089 -1.224 -0.3 0.3 1.2
C 7.375 -6.851 -1.676 -0.2 0.2 0.5
C 6.545 -5.662 -0.981 2.1 -1.2 0.2
O 6.372 -5.829 0.451 -0.6 0.3 -1.4
C 5.436 -4.861 0.947 -0.6 -0.7 0.5
C 3.942 -5.231 0.837 0.0 -0.9 1.4
O 3.450 -6.210 1.865 -0.1 3.1 -0.9
C 3.888 -7.488 1.672 1.1 -1.4 -1.5
H 9.315 -8.328 -2.723 0.5 -0.1 -0.3
H 8.721 -9.204 -1.374 -0.3 0.0 0.5
H 10.295 -8.440 -1.204 -0.1 0.4 -0.1
H 6.791 -7.768 -1.598 -0.1 -0.2 0.1
H 7.488 -6.621 -2.736 -0.5 0.3 -0.3
H 5.596 -5.568 -1.508 -0.1 -0.2 0.0
H 7.119 -4.747 -1.129 0.0 0.2 -0.1
H 5.494 -3.900 0.435 0.5 0.2 -0.2
H 5.695 -4.726 1.997 0.0 0.1 0.0
H 3.730 -5.499 -0.198 -0.2 -0.7 0.0
H 3.341 -4.339 1.014 0.1 0.0 0.3
H 4.922 -7.463 1.328 0.3 -0.4 0.4
H 3.371 -7.963 0.839 -0.5 -0.2 -0.2
H 3.770 -8.148 2.531 0.0 0.5 0.3
C -10.892 -2.070 -5.303 -1.4 -1.6 -0.6
O -11.084 -2.447 -3.959 0.8 0.1 0.7
C -10.948 -3.849 -3.658 -0.3 1.2 1.1
C -11.110 -4.019 -2.125 0.7 0.3 -0.1
O -10.165 -3.234 -1.350 -0.7 -0.4 -0.7
C -8.825 -3.705 -1.330 -0.9 -1.2 0.2
C -8.683 -5.025 -0.532 0.2 -0.1 0.3
O -9.046 -6.183 -1.295 0.1 -0.9 -0.4
C -9.008 -7.442 -0.572 -0.5 1.3 0.9
H -11.383 -1.125 -5.538 0.6 0.3 0.5
H -11.510 -2.770 -5.866 -0.1 -0.3 -0.6
H -9.900 -2.205 -5.736 0.4 0.5 0.5
H -9.972 -4.256 -3.922 0.1 0.1 -0.5
H -11.759 -4.373 -4.163 0.1 -0.4 -0.1
H -10.991 -5.068 -1.853 0.1 -0.1 -0.3
H -12.110 -3.740 -1.793 0.1 0.4 -0.1
H -8.274 -2.883 -0.874 0.2 -0.3 0.1
H -8.442 -3.910 -2.330 0.1 0.2 -0.2
H -9.285 -4.966 0.374 -0.3 0.0 0.1
H -7.654 -5.133 -0.186 0.3 0.0 -0.1
H -9.406 -8.317 -1.086 0.2 0.5 -0.9
H -9.679 -7.343 0.281 -0.1 0.1 0.4
H -8.030 -7.687 -0.158 0.3 0.2 -0.3
C 3.589 6.331 2.247 -1.1 0.8 0.2
O 2.639 7.430 2.254 0.9 0.1 -0.2
C 3.087 8.535 1.442 0.4 -0.5 0.5
C 4.297 9.367 1.976 -0.4 0.0 -0.2
O 4.121 9.677 3.331 0.6 0.2 0.3
C 5.213 10.424 3.868 -0.8 0.0 1.4
C 5.007 10.382 5.417 0.3 -0.3 -1.9
O 3.893 11.143 5.760 -0.6 1.3 2.3
C 3.737 11.244 7.230 -0.5 -0.5 -0.8
H 3.156 5.500 2.803 -0.1 0.3 0.2
H 4.515 6.652 2.723 0.2 -0.2 -0.2
H 3.719 5.956 1.231 0.4 0.2 -0.2
H 2.235 9.199 1.291 -0.1 -0.1 0.3
H 3.324 8.097 0.472 0.3 0.3 -0.3
H 4.390 10.311 1.437 -0.5 0.2 -0.6
H 5.279 8.926 1.811 0.1 -0.7 0.1
H 5.256 11.463 3.543 -0.5 0.2 -0.3
H 6.182 10.005 3.597 0.1 -0.5 0.1
H 5.906 10.746 5.913 0.2 -0.2 0.2
H 4.787 9.325 5.569 0.3 -0.3 0.7
H 4.539 11.716 7.798 0.8 -0.2 -0.6
H 3.527 10.250 7.624 0.3 -0.2 0.1
H 2.886 11.836 7.565 -0.4 0.1 -1.0
C -2.526 3.497 -2.619 -0.4 -1.1 0.5
O -1.520 4.134 -1.906 0.8 1.4 0.2
C -0.885 5.264 -2.512 1.5 -0.7 0.3
C -0.242 4.987 -3.906 -1.9 0.4 0.1
O 0.870 4.165 -3.853 1.7 -1.7 -0.7
C 1.359 3.684 -5.151 -0.5 -0.7 0.2
C 0.718 2.371 -5.731 0.3 1.1 0.8
O -0.675 2.518 -5.700 0.5 0.2 0.4
C -1.406 1.433 -6.176 -0.5 0.1 -0.3
H -3.121 2.999 -1.853 -0.3 0.0 0.0
H -2.089 2.688 -3.204 -0.2 0.1 -0.6
H -3.210 4.127 -3.188 0.2 0.3 -0.2
H -0.082 5.528 -1.823 0.3 -0.4 0.1
H -1.481 6.172 -2.423 -0.7 -0.1 -0.9
H 0.025 5.925 -4.393 -0.1 0.4 0.0
H -1.009 4.482 -4.495 -0.2 0.2 -0.3
H 2.412 3.415 -5.069 0.1 0.3 0.6
H 1.326 4.471 -5.904 -0.4 0.2 0.1
H 1.095 1.483 -5.224 -0.4 -0.1 0.8
H 1.118 2.184 -6.728 -0.1 0.5 -0.6
H -1.205 1.298 -7.238 -0.1 -0.3 -0.2
H -2.448 1.727 -6.044 -0.1 -0.3 -0.1
H -1.226 0.501 -5.640 0.2 -0.1 0.2
C -1.556 0.119 8.019 0.3 -0.9 -0.1
C -2.346 1.025 7.090 0.2 0.6 2.3
C -2.279 0.750 5.606 -0.5 -0.1 0.7
O -3.652 0.734 5.233 0.5 -0.1 -0.9
C -4.472 0.808 6.278 -1.6 -0.3 0.4
O -5.675 0.792 6.111 2.1 0.1 1.3
O -3.737 0.846 7.461 -1.1 0.5 -2.0
H -0.835 -0.446 7.428 0.4 0.0 0.2
H -2.201 -0.626 8.484 -0.2 0.0 -0.3
H -1.064 0.602 8.864 0.1 0.3 -0.4
H -2.038 2.038 7.351 -0.4 0.3 -0.3
H -1.837 -0.244 5.536 0.0 0.0 -0.9
H -1.810 1.551 5.034 0.3 -0.4 0.1
C 4.286 0.713 -2.072 0.4 1.5 -0.4
C 5.614 0.855 -2.881 -1.6 -1.8 -0.4
C 6.771 0.487 -2.019 1.0 1.3 1.4
O 7.410 -0.588 -2.633 0.6 -1.3 -0.8
C 6.767 -0.906 -3.775 0.8 -2.2 -2.5
O 7.142 -1.711 -4.644 -0.9 2.3 3.0
O 5.640 -0.200 -3.855 -0.2 -0.7 -0.8
H 4.173 -0.142 -1.405 0.8 -0.4 -0.4
H 3.385 0.737 -2.686 0.2 0.3 -0.1
H 4.315 1.558 -1.385 -0.5 0.3 0.0
H 5.805 1.696 -3.548 -0.7 0.8 0.9
H 6.411 0.246 -1.019 0.3 -0.3 0.1
H 7.526 1.271 -1.947 -0.2 0.2 0.2
C 2.058 6.316 9.658 0.2 0.0 -1.1
C 1.602 5.995 8.188 -0.3 2.9 1.8
C 2.518 6.258 7.013 1.1 1.1 -1.0
O 2.712 4.977 6.374 -0.1 1.1 0.6
C 1.920 4.141 7.020 -1.0 -4.5 -1.2
O 1.762 2.962 6.693 0.4 2.7 0.9
O 1.272 4.708 8.040 -0.6 -3.8 -0.3
H 1.238 6.503 10.351 -0.2 0.4 -0.5
H 2.709 7.180 9.525 0.0 0.2 0.7
H 2.597 5.525 10.179 0.4 -0.2 -0.6
H 0.683 6.539 7.974 0.0 0.5 0.4
H 3.496 6.705 7.191 0.0 -0.2 0.4
H 2.022 6.938 6.321 0.0 -0.2 -0.3
C 3.750 -3.679 6.932 0.2 0.5 0.0
C 4.028 -2.165 6.764 -0.8 -0.8 0.7
C 5.445 -1.622 7.068 -1.0 -1.1 1.5
O 5.866 -1.156 5.854 1.2 1.4 -1.8
C 4.899 -1.207 4.924 0.7 -0.6 -3.1
O 5.015 -0.910 3.748 0.1 0.2 2.2
O 3.845 -1.856 5.383 -0.7 0.2 0.5
H 4.646 -4.254 6.694 0.1 0.0 0.3
H 2.999 -4.043 6.230 -0.1 0.4 -0.1
H 3.364 -3.922 7.921 0.3 0.0 0.1
H 3.335 -1.557 7.345 -0.4 -0.2 -0.1
H 6.108 -2.403 7.439 0.1 0.0 -0.1
H 5.414 -0.816 7.801 0.0 0.0 0.0
C -5.292 6.178 2.036 1.1 -0.4 -0.2
C -4.033 5.605 2.740 -0.9 0.4 -1.4
C -2.828 6.534 2.713 -1.0 1.4 -1.2
O -2.283 6.391 3.994 2.0 0.3 -0.6
C -3.171 5.873 4.778 -2.2 -1.2 4.1
O -3.088 5.755 5.989 0.3 0.2 -2.1
O -4.307 5.503 4.107 1.0 -0.2 0.9
H -4.959 6.423 1.028 -0.2 0.4 -0.1
H -5.635 7.051 2.591 0.2 0.1 -0.2
H -6.149 5.515 1.913 0.3 -0.4 0.3
H -3.654 4.669 2.329 -0.6 -0.5 0.1
H -3.153 7.570 2.619 -0.1 0.2 0.0
H -2.139 6.387 1.881 0.3 -0.5 0.5
C -1.488 -7.272 4.153 -0.1 -0.2 -0.2
C -1.163 -6.053 4.972 1.9 -0.5 -1.8
C -1.361 -4.692 4.299 0.4 -0.1 -0.3
O -2.204 -4.053 5.215 -0.5 1.8 0.7
C -2.310 -4.760 6.346 -3.0 2.0 3.1
O -2.847 -4.390 7.400 1.7 -0.7 -3.1
O -1.886 -5.967 6.136 -0.5 -1.9 1.5
H -0.784 -7.391 3.330 0.3 0.1 0.1
H -2.459 -7.212 3.661 -0.2 -0.1 0.4
H -1.396 -8.145 4.799 -0.3 -0.1 -0.2
H -0.132 -6.147 5.312 0.3 0.0 -0.3
H -1.832 -4.667 3.317 -0.1 -0.4 0.1
H -0.418 -4.149 4.229 0.0 0.1 0.0
C 0.432 0.182 1.587 -0.7 0.0 -0.9
C -0.798 0.279 0.648 -0.2 0.3 1.4
C -0.690 -0.344 -0.706 1.4 0.5 -0.4
O -1.915 -1.027 -0.943 0.2 0.1 0.5
C -2.582 -1.128 0.246 -3.2 -0.9 -0.3
O -3.686 -1.702 0.347 4.2 1.9 0.0
O -1.913 -0.434 1.196 -1.1 -1.0 0.5
H 0.362 0.843 2.450 -0.2 -0.1 -0.1
H 1.305 0.474 1.003 0.1 0.0 0.1
H 0.559 -0.851 1.913 0.0 0.0 0.0
H -1.134 1.313 0.565 0.1 0.1 0.0
H 0.182 -0.998 -0.726 -0.2 -0.5 -0.2
H -0.483 0.482 -1.386 -0.5 -0.4 -0.6
C 3.572 -2.224 -8.434 -1.1 -0.3 0.5
C 2.589 -3.071 -7.590 0.9 1.1 0.4
C 2.993 -4.531 -7.394 0.4 0.1 -0.1
O 3.308 -4.618 -6.017 0.1 0.3 1.7
C 3.071 -3.414 -5.356 -0.4 -1.9 2.2
O 3.108 -3.233 -4.146 0.4 -0.6 -2.7
O 2.647 -2.565 -6.233 -0.5 2.0 -0.8
H 4.601 -2.320 -8.090 0.0 -0.4 -0.2
H 3.314 -1.173 -8.300 -0.1 0.0 -0.2
H 3.411 -2.520 -9.471 0.4 0.1 -0.1
H 1.548 -2.884 -7.856 0.1 -0.3 -0.5
H 3.925 -4.779 -7.902 -0.2 0.0 -0.4
H 2.218 -5.248 -7.664 0.0 0.0 0.2
```
Forces are in eV/Å.

- Electronic energy: -5367.14326 a.u.
- ΔE to the lowest compared entry with this formula, charge and spin: 320.6 kJ/mol
- Maximum force: 4.79 eV Å⁻¹
- Net charge: 0
- Gap between HOMO and LUMO: 0.3380 hartree
- E_HOMO: -9.15 eV